1.
Computed, not measured: C15H16AsF5N4O4PdS as an isolated structure, with ωB97M-V/def2-TZVPD.

Values from the calculation:
Maximum force in hartree/bohr: 0.00521
Frontier orbital gap in hartree: 0.2791

CARTESIAN COORDINATES (ANGSTROEM)
Pd 0.0622 -0.0439 0.3641
C 0.3079 -1.7010 5.1628
As 0.2265 -1.8703 3.2476
C -0.9026 -3.3951 2.9429
C 2.0319 -2.2141 2.6952
S -0.5391 0.0182 2.5786
H 0.6417 -2.6443 5.5939
H -0.6797 -1.4500 5.5441
H 1.0056 -0.9067 5.4185
H -0.3252 -4.3044 3.1062
H -1.2689 -3.3655 1.9230
H -1.7336 -3.3474 3.6442
H 2.4580 -2.9852 3.3353
H 2.5855 -1.2831 2.8023
H 2.0158 -2.5259 1.6566
F -2.0580 -5.5406 -3.1583
C -1.5317 -4.6703 -2.2922
C -0.4762 -5.0414 -1.4769
F 0.0218 -6.2775 -1.5528
C 0.0618 -4.1315 -0.5906
F 1.0834 -4.5153 0.1970
C -0.4122 -2.8183 -0.4667
O 0.1568 -2.0265 0.4204
C -1.4937 -2.4861 -1.2897
F -2.0468 -1.2661 -1.2075
C -2.0358 -3.3876 -2.1894
F -3.0636 -3.0185 -2.9552
N 3.3191 1.7925 -3.2517
C 2.0415 1.0988 -3.3195
C 1.7177 0.5461 -1.9471
O 2.6874 0.6125 -1.0812
O 0.6224 0.0586 -1.6803
H 3.1604 2.7824 -3.0746
H 3.8717 1.6726 -4.0867
H 3.4199 1.0760 -1.5797
H 2.0857 0.2500 -4.0038
H 1.2029 1.7288 -3.6188
N -2.0029 2.4670 0.3546
C -0.7453 2.7064 -0.0698
O 0.2169 1.9405 0.2853
C -0.4808 3.8165 -0.8948
C -1.5157 4.7220 -1.2254
N -2.3682 5.4649 -1.4560
C 0.7926 3.9178 -1.4919
N 1.8410 3.9637 -1.9750
H -2.1971 1.6288 0.8746
H -2.7697 3.0132 0.0000

2.
Computed, not measured: C15H16AuN4O2 as an isolated structure, with ωB97M-V/def2-TZVPD.

Values from the calculation:
Maximum force in hartree/bohr: 0.01185
Frontier orbital gap in hartree: 0.2717
Charge: +1

CARTESIAN COORDINATES (ANGSTROEM)
Au 0.2713 -0.3995 0.2152
O -3.6059 0.7803 1.2394
C -2.6184 0.1624 0.8505
N -1.4903 0.7306 0.4134
C -1.4774 2.1791 0.4442
C -0.2209 2.6029 -0.2582
C -0.2107 2.6139 -1.6492
C 0.9562 2.8444 -2.3520
C 2.1401 3.0481 -1.6469
C 2.0872 3.0549 -0.2808
N 0.9332 2.8744 0.3852
C -2.6350 -1.3560 0.8375
C -3.8421 -1.9881 1.1015
C -3.8890 -3.3711 1.0878
C -2.7297 -4.0800 0.8173
C -1.5658 -3.3722 0.5726
N -1.5179 -2.0407 0.5809
H -1.5409 2.5742 1.4640
H -2.3418 2.5840 -0.0897
H -1.1416 2.4065 -2.1570
H 0.9481 2.8521 -3.4336
H 3.0871 3.2077 -2.1395
H 2.9704 3.2099 0.3180
H -4.7088 -1.3783 1.3101
H -4.8177 -3.8889 1.2866
H -2.7202 -5.1604 0.7969
H -0.6370 -3.8861 0.3603
N 2.3522 0.0036 3.4918
C 1.8978 0.6663 2.4270
O 2.3262 0.4390 1.2902
C 0.8125 1.6968 2.6691
C 0.9997 2.9855 1.8663
H 3.0367 -0.7241 3.3568
H 2.0197 0.1884 4.4221
H 0.7668 1.9907 3.7192
H -0.1374 1.2128 2.4344
H 1.9795 3.4033 2.0838
H 0.2678 3.7255 2.1825

3.
Computed, not measured: C15H16CaF12N2O17S4 as an isolated structure in a non-equilibrium geometry, with ωB97M-V/def2-TZVPD.

Values from the calculation:
Maximum force in hartree/bohr: 0.12067
Frontier orbital gap in hartree: 0.3483

CARTESIAN COORDINATES (ANGSTROEM)
Ca 0.3663 -0.7151 0.8063
C 2.5375 -0.1302 4.4447
F 1.5626 -0.9894 4.9371
F 2.8684 0.7207 5.4597
F 3.5909 -0.8545 4.1429
S 1.9617 0.8476 2.8447
O 0.5277 0.7394 2.6277
O 2.6170 2.1393 2.9567
N 2.4535 -0.2176 1.5381
S 3.9006 0.5294 1.1474
O 3.7394 1.7919 0.4098
O 4.9469 0.6121 2.1922
C 4.7686 -0.6988 -0.2090
F 5.9095 -0.1114 -0.7696
F 5.0329 -1.9015 0.2551
F 3.8048 -0.9963 -1.1520
C 2.3090 -3.8804 2.5100
F 1.8924 -3.8380 3.7711
F 2.9037 -2.7498 2.2740
F 3.1234 -4.8921 2.2813
S 0.7178 -3.8003 1.4057
O 1.1887 -3.3001 0.1114
O 0.2894 -5.2126 1.4345
N -0.2388 -2.4624 2.0472
S -1.3906 -3.2169 2.6891
O -2.4064 -3.6607 1.7446
O -0.8918 -4.2253 3.5884
C -2.2578 -1.7158 3.6838
F -2.4564 -0.6073 2.9734
F -3.4583 -2.2829 4.0263
F -1.5498 -1.3829 4.7282
C 1.3814 2.2775 -4.0904
C 0.5189 1.2208 -4.5580
O 0.4800 0.2704 -3.6230
C 1.0777 0.8330 -2.4490
O 0.9629 0.3612 -1.3177
O 1.4158 2.1430 -2.6627
H 0.7599 3.1108 -4.4180
H 2.3314 2.2377 -4.6234
H 0.9149 0.8364 -5.4979
H -0.5200 1.5396 -4.6426
C -4.5296 -0.0717 -2.2065
C -4.0300 -1.5108 -2.3971
C -3.0849 -1.6882 -3.6907
O -1.8206 -1.7550 -3.1510
C -1.8408 -1.7043 -1.8685
O -0.8689 -1.7624 -1.2017
O -3.0540 -1.6615 -1.4311
H -5.1988 0.4610 -2.8821
H -3.6837 0.6003 -2.3516
H -5.0240 0.0832 -1.2475
H -4.9361 -2.1094 -2.3035
H -3.2912 -0.8126 -4.3062
H -3.4302 -2.5186 -4.3065
C 0.3687 4.4813 -0.1280
C -0.8169 3.7710 0.5124
C -2.0858 3.8753 -0.2332
O -2.6122 2.5977 -0.3638
C -1.6563 1.7389 0.0962
O -1.8026 0.5408 0.2803
O -0.5763 2.3930 0.4661
H 0.7510 3.9892 -1.0224
H 1.2933 4.4700 0.4492
H 0.0060 5.4780 -0.3793
H -0.8997 3.9473 1.5849
H -2.0463 4.3105 -1.2318
H -2.8156 4.4887 0.2953

4.
Computed, not measured: C15H16Cl2N2O3S2 as an isolated structure, with ωB97M-V/def2-TZVPD.

Values from the calculation:
Maximum force in hartree/bohr: 0.01940
Frontier orbital gap in hartree: 0.3188

CARTESIAN COORDINATES (ANGSTROEM)
C 5.8798 0.0632 -0.2516
H 6.9423 -0.1005 -0.0876
H 5.4146 0.2730 0.7066
H 5.7632 0.9364 -0.8899
C 5.2568 -1.1686 -0.9019
C 5.4395 -2.3949 -0.0096
H 4.9147 -3.2552 -0.4194
H 6.4954 -2.6435 0.0658
H 5.0716 -2.2034 0.9948
C 3.7866 -0.9434 -1.2845
C 2.8148 -0.7584 -0.1181
H 3.0296 -1.4491 0.7030
C 2.7730 0.6696 0.4576
O 3.3073 0.9863 1.4944
N 2.0659 1.5136 -0.3254
H 1.5889 1.1186 -1.1261
C 1.5105 2.7513 0.1919
C 0.0686 2.5415 0.5270
C -0.4467 1.8460 1.5776
C -1.8549 1.7423 1.5333
C -2.3889 2.3504 0.4445
S -1.1841 3.0652 -0.5518
H -3.4198 2.4348 0.1628
H -2.4389 1.2380 2.2818
H 0.1611 1.4189 2.3550
H 2.0848 3.0022 1.0880
H 1.6250 3.5410 -0.5546
O 1.4969 -1.0256 -0.6323
C 0.5227 -1.1372 0.2687
O 0.6834 -1.2871 1.4504
C -0.8092 -0.9896 -0.3731
N -0.9061 -0.4185 -1.5531
S -2.4404 -0.2433 -2.0288
C -3.0879 -0.9589 -0.5943
C -2.0477 -1.3199 0.2351
Cl -2.2387 -2.0502 1.7573
Cl -4.7451 -1.1429 -0.2919
H 3.7150 -0.0744 -1.9422
H 3.4332 -1.8117 -1.8461
H 5.7834 -1.3580 -1.8456

5.
Computed, not measured: one molecule with the formula C15H16ClN3O in a non-equilibrium geometry, with ωB97M-V/def2-TZVPD.

Values from the calculation:
Maximum force in hartree/bohr: 0.02175
Frontier orbital gap in hartree: 0.3040
SMILES: O=C(/C=C/c1c(Cl)nc2ccccn12)N1CCCCC1

CARTESIAN COORDINATES (ANGSTROEM)
O -3.0362 -0.3620 1.0648
C -1.8231 -0.4830 0.9906
C -1.1557 -0.3404 -0.3293
C -0.1795 0.5458 -0.5578
C 0.4638 0.9133 -1.7825
C 1.3380 1.9953 -1.9409
Cl 1.8230 3.0625 -0.7164
N 1.7774 2.1254 -3.1927
C 1.2108 1.1336 -3.8668
C 1.3424 0.8064 -5.2193
C 0.6772 -0.2853 -5.7060
C -0.1132 -1.0658 -4.8410
C -0.2382 -0.7356 -3.5251
N 0.3959 0.3575 -3.0379
N -1.0567 -0.7358 2.0758
C 0.3494 -1.0587 2.0925
C 1.1194 -0.0337 2.9277
C 0.5376 0.0191 4.3385
C -0.9601 0.3093 4.2709
C -1.6564 -0.7302 3.3939
H -1.6665 -0.8691 -1.1188
H 0.1965 1.1258 0.2763
H 1.9709 1.4292 -5.8328
H 0.7590 -0.5601 -6.7452
H -0.6248 -1.9370 -5.2162
H -0.8189 -1.3258 -2.8378
H 0.4667 -2.0502 2.5522
H 0.7355 -1.1062 1.0746
H 1.0378 0.9509 2.4634
H 2.1747 -0.3083 2.9582
H 0.6996 -0.9416 4.8336
H 1.0439 0.7881 4.9241
H -1.1219 1.3008 3.8435
H -1.3971 0.2931 5.2700
H -1.5548 -1.7264 3.8419
H -2.7164 -0.5008 3.2740

6.
Computed, not measured: one molecule with the formula C15H16ClNO4S, with ωB97M-V/def2-TZVPD.

Values from the calculation:
Maximum force in hartree/bohr: 0.01855
Frontier orbital gap in hartree: 0.3403
SMILES: COc1ccc(S(=O)(=O)NCc2ccccc2Cl)cc1OC

CARTESIAN COORDINATES (ANGSTROEM)
C 4.5348 -1.1178 2.6020
O 3.5169 -1.6029 1.7587
C 2.3270 -0.9558 1.7368
C 2.0254 0.1861 2.4652
C 0.7711 0.7756 2.3684
C -0.1689 0.2108 1.5411
S -1.7693 0.9680 1.3722
O -2.3227 1.2882 2.6529
O -2.5698 0.1754 0.4769
N -1.3472 2.4471 0.6892
C -0.6981 2.3983 -0.6071
C -1.4140 1.5650 -1.6400
C -0.8029 0.4480 -2.1939
C -1.4601 -0.3455 -3.1166
C -2.7518 -0.0325 -3.5016
C -3.3774 1.0822 -2.9743
C -2.7048 1.8711 -2.0577
Cl -3.5061 3.2666 -1.4289
C 0.0984 -0.9314 0.8039
C 1.3440 -1.5285 0.8889
O 1.7232 -2.6400 0.2127
C 0.7720 -3.2685 -0.6153
H 4.8416 -0.1050 2.3219
H 4.2262 -1.1283 3.6519
H 5.3737 -1.7982 2.4662
H 2.7624 0.6269 3.1163
H 0.5201 1.6594 2.9303
H -2.1574 3.0522 0.7054
H -0.5965 3.4282 -0.9635
H 0.3023 1.9873 -0.4426
H 0.2045 0.2027 -1.8880
H -0.9670 -1.2116 -3.5328
H -3.2756 -0.6539 -4.2116
H -4.3833 1.3404 -3.2670
H -0.6939 -1.3180 0.1850
H 1.2802 -4.1346 -1.0359
H 0.4440 -2.6084 -1.4243
H -0.1011 -3.5984 -0.0447

7.
Computed, not measured: an isolated ion of composition C15H16F2N4O2 and charge +2 in a non-equilibrium geometry, with ωB97M-V/def2-TZVPD.

Values from the calculation:
Maximum force in hartree/bohr: 0.21071
Frontier orbital gap in hartree: 0.2650
Charge: +2

CARTESIAN COORDINATES (ANGSTROEM)
C 0.5670 4.2385 1.5928
C -0.8388 4.9036 0.9861
C -0.6470 5.5463 -0.5225
N -1.1029 4.6352 -1.6477
N -0.7536 3.3010 -1.4148
C -1.8719 2.3330 -1.0976
C -1.6768 0.7113 -0.7940
C -0.1321 0.1376 -0.8696
C 0.1222 -1.4485 -0.5420
C -0.8595 -2.1709 0.5544
C -0.5910 -3.7873 0.8900
N 0.4687 -4.6342 0.2178
N 0.7400 -5.9707 0.4648
C -0.4938 -6.7674 0.8277
O -1.1218 -7.5877 -0.0473
F -1.0879 -6.7508 2.2150
C 1.8784 -6.1664 1.4415
O 1.8070 -6.0984 2.7745
F 3.2270 -6.4615 0.8273
C 1.3880 -3.9463 -0.8134
C 1.2927 -2.3641 -1.2345
C 1.0900 1.1765 -1.2583
C 0.6588 2.7612 -1.5098
H 1.4579 4.6005 0.9059
H 0.5280 3.0622 1.5814
H 0.7359 4.5950 2.7178
H -1.1163 5.8087 1.7128
H -1.7266 4.1322 1.0550
H -1.3385 6.5079 -0.5564
H 0.4643 5.9522 -0.6810
H -0.5534 4.9565 -2.4972
H -2.9722 2.7350 -1.0568
H -2.5868 0.0171 -0.5262
H -1.7066 -1.5541 1.0752
H -1.2993 -4.2460 1.7098
H 2.2413 -4.5918 -1.3429
H 2.0722 -1.9350 -2.0101
H 2.2210 0.8445 -1.3487
H 1.5163 3.5249 -1.7790

8.
Computed, not measured: one molecule with the formula C15H16FN3O4, with ωB97M-V/def2-TZVPD.

Values from the calculation:
Maximum force in hartree/bohr: 0.01437
Frontier orbital gap in hartree: 0.3518
SMILES: O=C(O)CCCn1cc(NC(=O)COc2ccccc2F)cn1

CARTESIAN COORDINATES (ANGSTROEM)
O -0.1651 1.5061 3.9427
C -0.9382 1.1993 3.0773
O -1.3118 -0.0623 2.8983
C -1.5160 2.2262 2.1062
C -3.0250 2.0760 1.8555
C -3.3569 1.8985 0.3692
N -2.5962 0.8142 -0.1945
C -1.8363 0.8360 -1.3066
C -1.2261 -0.4029 -1.3886
N -0.2405 -0.8283 -2.2734
C 0.5667 0.0315 -2.9504
O 0.2720 1.1710 -3.2285
C 1.9301 -0.5906 -3.2723
O 2.3561 -1.4390 -2.2266
C 2.2988 -0.9391 -0.9484
C 2.2979 0.4088 -0.6100
C 2.1800 0.7968 0.7153
C 2.0658 -0.1407 1.7255
C 2.0788 -1.4891 1.4090
C 2.1913 -1.8699 0.0886
F 2.1569 -3.1845 -0.2268
C -1.6881 -1.1089 -0.2696
N -2.5103 -0.3519 0.4393
H -1.8756 -0.2112 2.0985
H -1.2760 3.2122 2.5026
H -0.9579 2.1065 1.1727
H -3.4170 1.2157 2.4014
H -3.5534 2.9568 2.2190
H -3.1108 2.8018 -0.1924
H -4.4270 1.6940 0.2574
H -1.7591 1.6864 -1.9498
H 0.1015 -1.7681 -2.1164
H 1.8620 -1.2292 -4.1574
H 2.6482 0.2124 -3.4742
H 2.3769 1.1623 -1.3773
H 2.1736 1.8488 0.9559
H 1.9524 0.1724 2.7508
H 1.9837 -2.2473 2.1693
H -1.4513 -2.1044 0.0462

9.
Computed, not measured: C15H16HgIN4 as an isolated structure in a non-equilibrium geometry, with ωB97M-V/def2-TZVPD.

Values from the calculation:
Maximum force in hartree/bohr: 0.07122
Spin multiplicity: 2
⟨S²⟩: 0.761
Frontier orbital gap (spin up / spin down) in hartree: 0.2712 / 0.2742

CARTESIAN COORDINATES (ANGSTROEM)
Hg 2.2374 0.2664 1.2621
I 1.3256 2.1912 -1.3394
C 1.8411 0.6243 -2.5006
C 1.7523 0.8535 -3.8371
C 2.2146 -0.1585 -4.6840
C 2.5591 -1.3979 -4.1982
C 2.6636 -1.6392 -2.8336
C 2.9582 -2.9177 -2.3459
C 2.9114 -3.2885 -1.0835
C 2.5458 -2.2703 -0.1061
C 2.1951 -1.0367 -0.5352
C 2.2586 -0.6194 -1.9188
H 1.5241 1.8337 -4.2554
H 2.0714 0.1552 -5.7364
H 2.7495 -2.1436 -4.9929
H 3.2244 -3.6580 -3.1201
H 3.1656 -4.3298 -0.7041
H 2.6159 -2.5082 0.9536
C -2.0849 2.6466 1.2447
C -3.1501 1.9536 2.1216
C -2.8695 2.1662 3.6450
C -3.2535 0.4788 1.8251
N -2.0111 -0.3338 2.1095
C -0.8023 -0.5348 1.4653
N -0.0332 -1.2590 2.2458
N -0.7081 -1.5183 3.3750
N -1.8540 -0.9482 3.3367
H -2.1065 3.7047 1.1834
H -2.1454 2.2607 0.2307
H -1.0749 2.3289 1.5781
H -4.1181 2.4216 1.8894
H -1.8835 1.7495 3.9333
H -3.6476 1.6447 4.1865
H -2.8632 3.2688 3.8398
H -3.5021 0.3000 0.7997
H -4.0121 -0.0098 2.5102
H -0.6935 -0.2768 0.4556

10.
Computed, not measured: C15H16IN2O4PV as an isolated structure in a non-equilibrium geometry, with ωB97M-V/def2-TZVPD.

Values from the calculation:
Maximum force in hartree/bohr: 0.08309
Frontier orbital gap in hartree: 0.0952
Charge: +1

CARTESIAN COORDINATES (ANGSTROEM)
N 5.0083 -1.6377 1.8556
C 4.1030 -1.1321 1.3712
C 3.0118 -0.4591 0.6840
P 3.6129 0.3339 -0.9125
O 2.2449 0.5423 -1.8155
I 4.7188 -1.5365 -1.9889
C 2.2127 0.4809 1.6482
C 1.4624 -0.4226 2.5508
N 0.7654 -1.0769 3.1814
C 3.1507 1.3572 2.5663
C 3.2174 0.7987 3.9868
O 4.0879 0.0560 4.3325
C 1.1630 1.3759 0.9339
C -0.0171 0.5376 0.4596
C -0.8310 1.2162 -0.6775
C -1.9996 0.3183 -0.9520
C -1.8249 -0.7427 -1.8274
C -2.8918 -1.5978 -2.0368
C -4.1039 -1.3787 -1.3694
C -4.2824 -0.2949 -0.5143
C -3.2234 0.5547 -0.2954
H 2.3252 -1.2661 0.4056
H 2.1307 1.4972 -1.8792
H 2.6980 2.3413 2.6738
H 4.1444 1.3950 2.1312
H 2.4301 1.0589 4.7142
H 1.6265 1.9580 0.1438
H 0.8391 2.0825 1.6959
H -0.7349 0.3353 1.2515
H 0.2813 -0.4319 0.0616
H -1.1509 2.2053 -0.3524
H -0.2113 1.3066 -1.5664
H -0.8626 -0.8679 -2.3019
H -2.7394 -2.4392 -2.7048
H -4.9042 -2.0924 -1.5340
H -5.2094 -0.1250 0.0112
H -3.2820 1.4063 0.3656
O -6.1875 -3.0642 -3.7764
V -5.3538 -1.8710 -4.5110
O -5.2515 -0.9095 -5.8046

11.
Computed, not measured: one molecule with the formula C15H16N2O2 in a non-equilibrium geometry, with ωB97M-V/def2-TZVPD.

Values from the calculation:
Maximum force in hartree/bohr: 0.33921
Frontier orbital gap in hartree: 0.2762
SMILES: CCOc1ccc(NC(=O)c2ccc(N)cc2)cc1

CARTESIAN COORDINATES (ANGSTROEM)
C 2.1147 0.0185 -3.5683
C 1.3362 -1.1704 -3.7951
O -0.1609 -1.0693 -3.6161
C -0.5802 -1.0106 -2.4744
C 0.1894 -1.0556 -1.3641
C -0.4584 -1.2492 -0.1646
C -1.7322 -1.0687 -0.1101
N -2.7469 -0.8882 1.0442
C -2.0773 -0.3498 2.3788
O -2.9250 -0.8687 3.4212
C -0.9799 0.3715 2.4476
C 0.0143 -0.0797 3.5196
C 1.2466 0.8130 3.7318
C 1.4655 1.7379 2.7708
N 2.4119 2.4871 2.9897
C 0.3662 2.0768 1.8363
C -0.6381 1.1528 1.5988
C -2.6958 -0.6854 -1.2935
C -2.0351 -0.7708 -2.5283
H 3.1113 -0.0822 -3.7945
H 1.8039 0.9432 -4.3130
H 2.0037 0.3864 -2.6382
H 1.3320 -1.4808 -4.9866
H 1.6927 -1.9355 -3.4016
H 1.2218 -1.5193 -1.2844
H 0.0764 -1.5121 0.7401
H -3.7234 -1.2985 1.1888
H -0.1481 -0.6580 4.2596
H 1.7255 0.6104 4.6056
H 3.2468 2.0518 3.5637
H 2.5409 3.2646 2.1375
H 0.6923 2.6311 0.9805
H -1.3631 1.5646 0.7126
H -3.8561 -0.7087 -1.2438
H -2.4717 -0.6482 -3.3503

12.
Computed, not measured: C15H16N2O3S as an isolated structure in a non-equilibrium geometry, with ωB97M-V/def2-TZVPD.

Values from the calculation:
Maximum force in hartree/bohr: 0.35526
Frontier orbital gap in hartree: 0.3380

CARTESIAN COORDINATES (ANGSTROEM)
O -0.1791 0.8486 2.5358
C 0.1908 0.3266 1.4024
N -0.3275 -0.9311 0.9513
H -0.0151 -1.2726 0.1879
C -1.0432 -1.6019 1.9784
C -0.6724 -2.9495 2.5124
C 0.1726 -3.1828 3.5521
C 0.5763 -4.7323 3.2995
C -0.2706 -5.2178 2.3536
O -1.0123 -4.0790 1.7801
H -0.6262 -6.3039 1.9228
H 1.1934 -5.4046 3.9453
H 0.9194 -2.4451 4.0622
H -1.5694 -1.1080 2.7447
H -2.0310 -1.9416 1.3400
C 1.0850 0.8355 0.6019
N 0.4808 1.4610 -0.6064
C 0.0480 0.4867 -1.5719
O 0.3150 -0.7920 -1.7174
C -0.7092 0.9782 -2.8048
C -1.4493 1.9216 -2.9325
C -2.1958 2.0176 -4.1769
C -1.5317 1.1755 -5.1695
S -0.4753 0.1939 -4.2846
H -1.4535 0.9506 -6.3420
H -2.7737 2.8648 -4.6261
H -1.8265 2.6876 -2.0197
C 0.4839 2.6471 -0.8791
C 1.7638 3.0875 0.0458
H 2.6195 2.9967 -0.7530
H 1.8833 4.0135 0.2137
C 2.0313 2.0089 1.0584
H 1.3121 2.3915 1.8883
H 2.9941 1.8866 1.4440
H -0.2879 3.2103 -0.1223
H 0.3584 2.9852 -1.9187
H 2.0221 -0.0134 0.1040